Record 1
The following is a quantum chemistry calculation of a molecular structure, C35H45CeN6O2S, from the Open Molecules 2025 dataset.

Energy   -2712.8070 Ha
Kohn-Sham gap (alpha / beta)   4.76 / 4.77 eV
E_HOMO (alpha / beta)   -8.5 / -8.5 eV
Relative energy (zero: lowest compared OMol25 entry of this formula, charge and spin)   6.4 kcal/mol
E_LUMO (alpha / beta)   -0.139 / -0.139 Ha
Charge   +1

Each line ends with the Mulliken charge.
Atoms and positions in Å:
1 Ce 0.66025 0.35366 0.35730  0.355
2 C -1.73700 -2.30500 0.17718  -0.937
3 C -0.42753 -2.69150 -0.51132  -0.658
4 N 0.10943 -1.54306 -1.25969  0.455
5 C -0.51916 -1.38670 -2.58718  -2.333
6 C -0.97772 1.24295 -2.51224  -2.116
7 N -1.32038 1.07329 -1.08726  0.221
8 C -2.62429 0.43508 -0.85169  -0.361
9 C -2.71522 -0.07178 0.58398  -1.308
10 N -1.61160 -1.00656 0.87655  0.084
11 H -2.52882 -2.23007 -0.56785  0.300
12 H -2.02808 -3.09970 0.86486  0.568
13 H 0.30225 -2.96984 0.24616  0.278
14 H -0.60723 -3.55704 -1.15651  0.486
15 H 1.10344 -1.70131 -1.42133  0.428
16 H -0.06819 -2.09058 -3.29144  0.251
17 H -1.56628 -1.68349 -2.50250  0.941
18 H -0.20458 2.00935 -2.56963  0.343
19 H -1.84797 1.63179 -3.04908  0.518
20 H -1.38216 2.01333 -0.70043  0.298
21 H -3.45400 1.12153 -1.04214  0.510
22 H -2.72546 -0.39294 -1.54842  0.195
23 H -2.62169 0.77646 1.26421  0.387
24 H -3.69622 -0.53294 0.73353  0.564
25 H -1.58519 -1.16161 1.87949  0.345
26 C 4.27306 1.42964 -1.53092  -1.182
27 C 4.31118 1.55704 -2.94145  -0.913
28 C 3.21330 1.24365 -3.67253  -1.502
29 C 2.00408 0.73452 -3.06852  0.680
30 N 1.95762 0.72874 -1.67467  0.969
31 C 3.08713 1.05941 -0.98771  -0.018
32 C 0.94575 0.27524 -3.85886  0.321
33 C 1.18064 0.02040 -5.24784  -1.749
34 C 0.22537 -0.30389 -6.14692  -1.071
35 C -1.14567 -0.36381 -5.72152  -0.807
36 C -1.46455 -0.20640 -4.43491  -0.977
37 C -0.45815 -0.00581 -3.30843  3.961
38 H 5.12236 1.65019 -0.90208  0.569
39 H 5.20410 1.93504 -3.42188  0.420
40 H 3.23495 1.41368 -4.73623  0.454
41 H 3.02210 1.01564 0.11120  0.386
42 H 2.19803 0.05464 -5.61216  0.406
43 H 0.47699 -0.50064 -7.17904  0.410
44 H -1.92330 -0.54492 -6.45334  0.426
45 H -2.50108 -0.26161 -4.11212  0.374
46 C -1.35445 4.22253 2.50814  -1.933
47 C -0.62510 3.54887 1.38924  0.676
48 O -0.60996 2.31643 1.33800  -0.188
49 C 0.03741 4.35183 0.36091  0.141
50 C 0.98935 3.74792 -0.46838  0.776
51 C 1.59372 4.43524 -1.49759  -0.582
52 C 1.25776 5.76625 -1.71666  -0.686
53 C 0.34483 6.39657 -0.87956  -0.789
54 C -0.25869 5.70314 0.15308  -0.686
55 H -1.61092 3.48858 3.26775  0.369
56 H -2.27210 4.68387 2.13686  0.406
57 H -0.73718 5.00391 2.94985  0.453
58 H 1.28249 2.73148 -0.25775  0.645
59 H 2.32729 3.93630 -2.12009  0.390
60 H 1.71461 6.30776 -2.53368  0.443
61 H 0.10230 7.43816 -1.04121  0.409
62 H -0.97875 6.20681 0.78443  0.469
63 C 0.57297 -0.66591 6.03842  -1.072
64 C 2.06202 -0.97135 5.87830  -0.526
65 N 2.34491 -2.38230 5.72154  0.139
66 C 2.21578 -3.23015 6.90313  -0.807
67 C 0.94967 -4.08276 6.90224  -1.074
68 C 2.80265 -2.97524 4.59410  0.370
69 O 3.09654 -4.16351 4.59065  -0.643
70 C 2.99234 -2.24508 3.27876  0.193
71 C 4.22429 -2.40856 2.68620  -0.670
72 C 4.40676 -2.09793 1.33593  -1.291
73 C 3.29072 -1.80047 0.59489  -0.024
74 N 2.06078 -1.65450 1.11213  0.353
75 C 1.96427 -1.67486 2.48074  -0.067
76 H 0.40961 0.40391 5.90302  0.385
77 H 0.20456 -0.95871 7.02197  0.388
78 H -0.00354 -1.20124 5.28044  0.204
79 H 2.60922 -0.59733 6.74784  0.343
80 H 2.44287 -0.44468 5.01384  0.339
81 H 2.23410 -2.57800 7.77678  0.413
82 H 3.08200 -3.89094 6.94288  0.418
83 H 0.05485 -3.46088 6.85885  0.267
84 H 0.91040 -4.68448 7.81037  0.384
85 H 0.95796 -4.75195 6.04327  0.301
86 H 5.02929 -2.85574 3.25492  0.530
87 H 5.37092 -2.19716 0.86019  0.477
88 H 3.36570 -1.72364 -0.48632  0.469
89 H 0.94956 -1.73406 2.85364  0.402
90 S 1.89767 0.84339 2.64893  -0.485

***

Record 2
The following is a quantum chemistry calculation of a molecular structure, C47H54N7O5ScSe, from the Open Molecules 2025 dataset.

Energy   -5745.2347 Ha
Kohn-Sham gap (alpha / beta)   4.74 / 4.74 eV
E_HOMO (alpha / beta)   -7.3 / -7.3 eV
Relative energy (zero: lowest compared OMol25 entry of this formula, charge and spin)   4.5 kcal/mol
E_LUMO (alpha / beta)   -0.092 / -0.092 Ha

Each line ends with the Mulliken charge.
Atoms and positions in Å:
1 Sc -21.50295 -3.84566 -4.85677  -1.389
2 O -22.84182 -1.34237 -1.58156  -0.643
3 C -22.77196 -2.23801 -2.39078  -0.208
4 N -22.57243 -2.18859 -3.75678  1.237
5 C -23.23838 -1.16468 -4.40755  -0.237
6 O -23.69651 -0.12220 -3.96440  -0.658
7 C -23.51839 -1.58378 -5.88254  0.089
8 C -24.26521 -0.75322 -6.65891  -0.660
9 C -24.43905 -1.12331 -7.97041  -0.718
10 C -23.73523 -2.25139 -8.46802  -0.944
11 C -23.03952 -3.01467 -7.59298  -0.454
12 N -22.92641 -2.69353 -6.28330  1.017
13 C -23.03127 -3.70135 -1.97285  0.382
14 C -23.55718 -4.03960 -0.75388  -0.479
15 C -23.75009 -5.36064 -0.34067  -0.659
16 C -23.39170 -6.31696 -1.24751  -0.900
17 C -22.82482 -5.95894 -2.43552  -0.260
18 N -22.70269 -4.67981 -2.83241  1.033
19 H -24.64120 0.18719 -6.23306  0.532
20 H -25.14161 -0.59168 -8.57412  0.482
21 H -23.82696 -2.67931 -9.48306  0.519
22 H -22.52232 -3.86838 -7.95352  0.535
23 H -23.77086 -3.24966 -0.07077  0.566
24 H -24.18231 -5.57460 0.65503  0.411
25 H -23.45437 -7.37660 -1.01534  0.443
26 H -22.57294 -6.73786 -3.14319  0.459
27 C -15.57798 -8.23904 -1.94732  -1.786
28 C -15.83005 -7.62158 -3.33813  2.082
29 C -14.57629 -6.85804 -3.80743  -1.787
30 C -16.07918 -8.70214 -4.36677  -2.209
31 C -17.04041 -6.65120 -3.20845  -0.704
32 C -18.12406 -6.78786 -4.09119  -0.090
33 C -19.04914 -5.76417 -4.20256  -0.581
34 N -20.22814 -5.74742 -4.96011  0.719
35 C -20.59829 -6.54507 -5.93751  -0.313
36 C -19.89752 -7.70686 -6.48123  -1.254
37 C -20.62460 -8.63396 -7.09356  -0.996
38 C -22.04988 -8.56322 -7.04771  0.025
39 C -22.79244 -7.51736 -6.68973  -0.593
40 C -22.04814 -6.37310 -6.24572  2.046
41 O -22.62080 -5.29472 -5.84469  -0.592
42 C -24.30159 -7.57047 -6.68927  2.364
43 C -24.82293 -6.57962 -7.71928  -1.491
44 C -24.95376 -7.16786 -5.37762  -1.566
45 C -24.79460 -8.99900 -6.96161  -2.427
46 C -19.95816 -9.85234 -7.69722  2.090
47 C -18.77036 -9.35684 -8.59728  -1.519
48 C -19.34066 -10.70315 -6.59595  -1.452
49 C -20.82262 -10.69196 -8.55564  -2.275
50 C -19.00559 -4.60717 -3.33680  0.237
51 O -19.90012 -3.70395 -3.60765  0.298
52 C -18.00259 -4.57709 -2.32618  -0.327
53 C -17.05746 -5.53310 -2.36309  -0.628
54 C -17.94872 -3.48969 -1.23897  2.196
55 C -17.80052 -4.05916 0.19672  -1.852
56 C -16.77722 -2.57192 -1.53588  -1.678
57 C -19.22856 -2.59667 -1.18948  -1.814
58 H -14.66546 -8.83019 -1.98259  0.475
59 H -16.43432 -8.86809 -1.68297  0.363
60 H -15.43546 -7.44081 -1.22805  0.362
61 H -13.74501 -7.57511 -3.91342  0.474
62 H -14.29872 -6.11098 -3.09333  0.392
63 H -14.72519 -6.38770 -4.78518  0.365
64 H -15.18283 -9.34022 -4.43835  0.543
65 H -16.16003 -8.23143 -5.35063  0.446
66 H -16.89340 -9.37445 -4.17255  0.348
67 H -18.25024 -7.71151 -4.67049  0.472
68 H -18.84124 -7.66435 -6.46171  1.344
69 H -22.57424 -9.41563 -7.40600  0.620
70 H -24.54820 -5.52631 -7.50463  0.169
71 H -25.93315 -6.56128 -7.84852  0.437
72 H -24.36167 -6.81149 -8.67712  0.365
73 H -24.69708 -6.11489 -5.08104  -0.025
74 H -24.79299 -7.84296 -4.52563  0.286
75 H -25.99561 -7.14337 -5.61287  0.673
76 H -24.49538 -9.44768 -7.90718  0.384
77 H -25.89612 -8.98162 -6.88656  0.430
78 H -24.45402 -9.66357 -6.17845  0.472
79 H -17.92497 -8.97443 -7.96631  0.206
80 H -19.15518 -8.59152 -9.27499  0.272
81 H -18.33622 -10.17282 -9.13835  0.523
82 H -18.55910 -10.24812 -5.96005  0.107
83 H -18.80762 -11.51784 -7.09875  0.486
84 H -20.08242 -11.14241 -5.96429  0.340
85 H -21.40558 -10.09106 -9.25373  0.496
86 H -21.56035 -11.24538 -7.95039  0.378
87 H -20.28238 -11.38056 -9.20730  0.398
88 H -16.19869 -5.43609 -1.69533  0.366
89 H -16.86198 -4.56707 0.33544  0.382
90 H -18.64642 -4.71172 0.41873  0.385
91 H -17.88632 -3.15016 0.80278  0.525
92 H -15.78664 -3.08316 -1.38355  0.319
93 H -16.83724 -1.70368 -0.84747  0.460
94 H -16.81624 -2.24110 -2.59318  0.318
95 H -20.12069 -3.20280 -1.06226  0.278
96 H -19.41171 -1.94079 -2.07531  0.061
97 H -19.12957 -1.95711 -0.29016  0.620
98 Se -20.28457 -5.81392 -9.43254  -0.207
99 C -21.72095 -5.11440 -10.32292  0.315
100 N -22.61093 -4.56773 -10.82749  -0.694
101 N -20.71608 0.65134 -3.13326  -0.039
102 C -19.95909 1.01400 -4.20044  -0.074
103 O -19.35144 2.07154 -4.26722  -0.674
104 C -19.87045 0.04053 -5.31800  0.319
105 C -19.58816 0.34115 -6.63541  -0.564
106 C -19.65971 -0.61536 -7.61622  -0.820
107 C -19.95896 -1.93892 -7.26805  -0.243
108 N -20.11673 -2.24846 -5.99299  0.654
109 C -20.03189 -1.30335 -5.02941  0.992
110 H -20.87956 1.37025 -2.44009  0.274
111 H -21.48515 -0.02998 -3.23039  -0.045
112 H -19.35885 1.33871 -6.91521  0.568
113 H -19.60481 -0.27895 -8.64442  0.442
114 H -20.04999 -2.72485 -8.05440  0.296
115 H -20.15933 -1.70855 -4.01226  -0.435

***

Record 3
The following is a quantum chemistry calculation of a molecular structure, C39H52MnN4OP2, from the Open Molecules 2025 dataset.

⟨S²⟩   8.767
Energy   -3645.1089 Ha
Kohn-Sham gap (alpha / beta)   5.67 / 5.63 eV
E_HOMO (alpha / beta)   -6.3 / -6.4 eV
Relative energy (zero: lowest compared OMol25 entry of this formula, charge and spin)   0.0 kcal/mol
E_LUMO (alpha / beta)   -0.022 / -0.027 Ha
2S+1   6

Each line ends with the Löwdin spin population.
Atoms and positions in Å:
1 Mn 0.22424 0.77955 1.00111  4.544
2 C -1.71560 1.71614 -6.04403  0.000
3 C -1.77824 0.45626 -5.61672  0.000
4 C -1.05946 -0.70225 -6.22808  0.000
5 C 0.37279 -0.39100 -6.68786  0.000
6 C 1.14532 0.44801 -5.70034  0.000
7 C 1.20722 1.77943 -5.74100  0.000
8 C 0.55205 2.60764 -6.81869  0.000
9 C -0.88944 2.18907 -7.19791  0.000
10 C 1.93666 0.76228 2.33134  0.065
11 H -2.35536 2.49820 -5.63110  0.000
12 H -2.50086 0.16923 -4.85943  0.000
13 H -1.63469 -1.07803 -7.09768  0.000
14 H -1.03594 -1.52003 -5.48510  0.000
15 H 0.88672 -1.35873 -6.79656  0.000
16 H 0.34171 0.07193 -7.68475  0.000
17 H 1.74870 -0.14246 -5.01151  0.000
18 H 1.84928 2.34934 -5.06640  0.000
19 H 1.14203 2.60528 -7.75859  0.000
20 H 0.52458 3.65726 -6.47220  0.000
21 H -1.38018 3.09691 -7.58183  0.000
22 H -0.87631 1.46187 -8.02589  0.000
23 H 1.66040 1.32408 3.24264  0.013
24 H 3.00241 0.95656 2.11054  0.008
25 H 1.82716 -0.32745 2.53029  0.006
26 P 1.93846 -0.52560 -0.30735  0.063
27 P -1.16633 -0.91832 -0.22175  0.037
28 N 2.99040 0.74074 -0.88441  0.003
29 N 3.05798 -1.80554 0.24508  0.015
30 N -1.97690 0.34679 -1.15339  0.009
31 N -2.59674 -1.82962 0.16212  0.011
32 C 1.16154 -1.22605 -1.80972  0.010
33 C -0.23255 -1.84139 -1.49736  0.001
34 C 2.84938 2.05204 -0.41550  0.020
35 C 3.81366 2.84040 -1.01682  0.002
36 C 4.56878 2.00319 -1.90160  0.001
37 C 4.05366 0.71384 -1.78951  0.001
38 C 3.89673 -1.73769 1.36484  0.002
39 C 4.55418 -2.94264 1.52575  0.001
40 C 4.11366 -3.80895 0.47834  0.002
41 C 3.19376 -3.09550 -0.27905  0.002
42 C -2.17466 1.63106 -0.61476  0.011
43 C -2.54092 2.48044 -1.64622  0.003
44 C -2.57686 1.71955 -2.84712  0.002
45 C -2.23537 0.41294 -2.51027  0.002
46 C -3.70246 -2.17679 -0.62947  0.002
47 C -4.52375 -3.02792 0.10142  0.000
48 C -3.91005 -3.21942 1.38650  0.000
49 C -2.73832 -2.48172 1.38872  0.001
50 H 1.83094 -1.99850 -2.22250  0.001
51 H 1.07907 -0.40827 -2.55399  0.001
52 H -0.86218 -1.89444 -2.40211  0.000
53 H -0.10514 -2.86105 -1.08088  0.000
54 H 2.12702 2.28127 0.35877  0.015
55 H 3.95797 3.89138 -0.83666  0.000
56 H 5.38525 2.33222 -2.52704  0.000
57 H 4.34949 -0.20626 -2.25902  0.000
58 H 3.95132 -0.83831 1.96056  0.001
59 H 5.28204 -3.18656 2.29243  0.000
60 H 4.43527 -4.82287 0.29262  0.000
61 H 2.63151 -3.38978 -1.14635  0.000
62 H -2.15226 1.78862 0.46037  0.003
63 H -2.75256 3.54253 -1.58703  0.000
64 H -2.79195 2.08198 -3.83998  0.000
65 H -2.17204 -0.48318 -3.10842  0.000
66 H -3.80515 -1.78241 -1.62416  0.000
67 H -5.44863 -3.47349 -0.23476  0.000
68 H -4.28276 -3.83021 2.19206  0.000
69 H -1.99450 -2.32398 2.15365  0.000
70 C -1.93922 3.88182 5.06685  0.001
71 C -1.54704 2.70701 4.15338  0.003
72 C -0.54501 3.17178 3.10275  0.020
73 C -1.08814 1.47598 4.92579  0.007
74 C -0.87234 1.53952 6.29221  -0.001
75 C -0.43909 0.43541 7.02210  0.007
76 C -0.30059 -0.78488 6.36836  0.000
77 C -0.50210 -0.91956 5.00642  0.008
78 C -0.32668 -2.29107 4.35306  0.000
79 C 1.03847 -2.89305 4.67763  0.000
80 C -1.43107 -3.26154 4.77465  0.000
81 C -0.80158 0.24900 4.21234  0.005
82 O -0.71937 0.20983 2.92512  0.073
83 H -1.05961 4.29693 5.57737  0.000
84 H -2.68552 3.58514 5.81576  0.000
85 H -2.37377 4.68440 4.45891  0.000
86 H -2.46379 2.41094 3.62060  0.000
87 H 0.46676 3.18740 3.53245  0.000
88 H -0.56723 2.48822 2.21908  0.013
89 H -0.78683 4.18838 2.75873  0.000
90 H -1.06083 2.48179 6.80551  0.000
91 H -0.24977 0.52432 8.09063  0.001
92 H -0.05297 -1.68217 6.94089  0.000
93 H -0.39536 -2.14486 3.27168  0.000
94 H 1.12228 -3.09961 5.75358  0.000
95 H 1.18433 -3.83428 4.13398  0.000
96 H 1.84548 -2.21281 4.37921  0.000
97 H -2.42154 -2.86117 4.52678  0.000
98 H -1.32047 -4.21985 4.25033  0.000
99 H -1.38254 -3.44461 5.85750  0.000

***

Question: Among the records above, which one has the highest energy?
Answer: C35H45CeN6O2S

***

Question: Number 3 is which compound?
Answer: C39H52MnN4OP2

***

Question: What is the energy in the third record?
Answer: -3645.1089 Ha

***

Question: What is the formula in the first record?
Answer: C35H45CeN6O2S